--- A ---
This record from the Open Molecules 2025 dataset describes a 2-piece molecular cluster, C2H4O3P overall. The level of theory is the ωB97M-V functional and the def2-TZVPD basis.

Computed properties:
Multiplicity   1
HOMO level (spin up / spin down)   -0.121 / -0.122 Eh
Total charge   -1
Gap between HOMO and LUMO (spin up / spin down)   6.890 / 6.925 eV

Element x y z (Å)
C  -0.442  -0.474  0.492
C  -1.243  0.408  -0.424
O  1.607  -0.948  -1.335
O  -0.863  -0.990  1.504
O  2.039  2.020  0.632
P  1.340  -0.496  0.045
H  -0.691  0.536  -1.354
H  -1.337  1.381  0.059
H  -2.239  0.005  -0.607
H  1.829  -1.442  0.986



--- B ---
This record from the Open Molecules 2025 dataset describes an isolated ion of composition C2H4O3P and charge -1. The level of theory is the ωB97M-V functional and the def2-TZVPD basis.

Computed properties:
Multiplicity   1
Structure (SMILES)   C=CO[P@H](=O)[O-]
HOMO level   -0.181 Eh
Total charge   -1
Gap between HOMO and LUMO   8.832 eV

Element x y z (Å)
C  1.975  -0.164  -0.598
C  0.806  -0.022  0.099
O  -2.950  -0.839  0.007
O  -1.736  1.376  -0.318
O  -0.500  -0.887  -0.227
P  -1.786  0.030  0.268
H  2.981  0.257  -0.341
H  2.128  -0.829  -1.446
H  0.565  0.762  0.856
H  -1.482  0.316  1.700



--- C ---
This record from the Open Molecules 2025 dataset describes an isolated ion of composition C2H4O3P and charge -1. The level of theory is the ωB97M-V functional and the def2-TZVPD basis.

Computed properties:
Multiplicity   1
Structure (SMILES)   O=C([O-])CPO
HOMO level   -0.146 Eh
Total charge   -1
Gap between HOMO and LUMO   8.190 eV

Element x y z (Å)
C  1.958  -0.276  -0.142
C  0.725  0.516  -0.478
O  1.862  -1.498  -0.602
O  2.860  0.202  0.557
O  -0.599  -1.340  0.933
P  -0.468  -0.937  -0.575
H  0.712  1.101  -1.384
H  0.469  1.118  0.362
H  0.030  -2.017  1.195
H  -1.704  0.053  -0.316



The energy of each structure relative to the most stable one, in eV, is as follows: A 5.213; B 0.000; C 0.779.



--- A ---
This record from the Open Molecules 2025 dataset describes a 3-piece molecular cluster, C2H12N2O2 overall. The level of theory is the ωB97M-V functional and the def2-TZVPD basis.

Computed properties:
Multiplicity   1
Structure (SMILES)   NCCN.O.O
HOMO level   -0.316 Eh
Gap between HOMO and LUMO   9.221 eV

Element x y z (Å)
C  -0.650  1.394  0.531
C  -0.069  0.027  1.038
N  0.931  0.049  2.076
N  0.497  2.317  0.042
H  -1.276  1.062  -0.318
H  -1.236  1.999  1.291
H  -0.927  -0.610  1.273
H  0.542  -0.390  0.135
H  0.557  -0.023  3.058
H  1.689  -0.565  1.905
H  1.227  1.663  -0.267
H  0.916  2.890  0.742
H  -3.132  0.582  -5.362
H  -3.548  -0.556  -4.363
O  -2.916  -0.266  -5.044
H  2.401  -3.254  2.665
H  1.813  -3.425  1.294
O  2.327  -2.792  1.758



--- B ---
This record from the Open Molecules 2025 dataset describes a 3-piece molecular cluster, C2H12N2O2 overall. The level of theory is the ωB97M-V functional and the def2-TZVPD basis.

Computed properties:
Multiplicity   1
Structure (SMILES)   NCCN.O.O
HOMO level   -0.367 Eh
Gap between HOMO and LUMO   10.531 eV

Element x y z (Å)
N  1.070  0.181  -0.933
C  1.406  -0.428  0.399
C  1.125  0.578  1.484
N  -0.191  1.212  1.566
H  0.715  1.138  -0.783
H  1.953  0.227  -1.509
H  0.838  -1.409  0.551
H  2.487  -0.654  0.469
H  1.984  1.268  1.299
H  1.341  0.207  2.487
H  -0.424  1.526  0.601
H  0.023  2.087  2.077
H  -3.430  -0.431  -0.026
H  -3.478  -1.317  1.094
O  -3.790  -1.266  0.194
H  -1.299  -0.755  -3.096
H  0.144  -0.909  -2.594
O  -0.473  -1.258  -3.280



The energy of each structure relative to the most stable one, in eV, is as follows: A 0.267; B 0.000.